No. 1
ORCA calculation (ωB97M-V/def2-TZVPD) on 2 unconnected molecules or ions with the total composition C7H13N2OP.

Geometry as XYZ:
```
24
Properties=species:S:1:pos:R:3:forces:R:3
H -1.1758 -0.2019 1.4659 -2.16 -0.31 0.08
H 1.6682 1.4960 -3.1680 0.28 0.14 1.14
P 0.1369 1.3779 -0.5698 0.05 -0.52 -0.14
C 2.2091 -0.3069 -2.1765 1.25 -0.45 0.55
H -2.0242 -1.2588 2.4946 0.40 -1.88 1.75
H 4.2454 -1.0308 0.9477 -1.07 0.39 -1.76
H -3.2837 1.3901 2.1381 1.88 -1.55 0.80
O 1.6794 1.7948 -1.0439 -1.11 -0.50 0.12
C 3.6680 -0.8366 0.0025 2.22 -0.84 3.50
H -2.9696 -0.8540 1.1818 -0.10 0.14 -0.84
N -0.0137 -0.2302 -1.1939 1.16 1.96 -0.70
H 2.6987 -0.6697 -3.1155 -0.50 0.23 0.66
H -1.5783 -1.1061 -2.1396 0.08 -0.42 1.87
H -2.1378 -0.1861 -0.6644 1.75 -0.86 -0.49
C 2.1921 1.2030 -2.2079 1.75 1.27 -1.72
C -2.2334 -0.4739 1.8637 1.24 2.81 0.34
C 0.8330 -0.8566 -2.0330 0.76 1.24 0.90
H -1.1107 -1.7358 -0.3120 -0.91 1.13 -1.62
C -1.2916 -0.8609 -1.0550 -1.85 -0.92 -0.02
N -2.6939 0.6747 2.7127 -1.32 1.71 -2.12
H 0.7492 -1.8894 -2.1226 -0.63 -1.68 -0.39
H -3.4154 0.4417 3.3693 -0.05 -0.90 0.56
H 3.2719 1.5739 -2.2489 -1.44 -0.44 -0.24
C 3.0832 -0.6702 -1.0098 -1.67 0.24 -2.23
```
Forces are in eV/Å.

Results
Energy relative to the best compared isomer or geometry (same formula, charge and spin), kJ/mol: 157.63
Lowest unoccupied orbital energy (spin up / spin down), eV: 0.4 / 0.1

=====

No. 2
ORCA calculation (ωB97M-V/def2-TZVPD) on a molecular structure, C2H2IN3.

Geometry as XYZ:
```
8
Properties=species:S:1:pos:R:3:forces:R:3
N -0.2891 0.2210 -0.0353 -0.08 -1.00 -0.05
C 1.2480 0.3499 -0.0955 -0.21 -0.75 -0.07
H -2.2517 -0.3133 0.1891 -0.11 0.19 -0.08
N -0.2765 1.5474 0.0588 -1.32 1.31 0.15
N 1.1208 1.6161 0.0293 0.39 -0.66 0.01
I 2.7248 -1.0707 0.0177 -0.22 0.21 -0.04
H -1.0267 -1.6958 -0.1557 0.22 -0.08 0.01
C -1.2498 -0.6546 -0.0084 1.34 0.77 0.07
```
Forces are in eV/Å.

Results
Energy relative to the best compared isomer or geometry (same formula, charge and spin), kJ/mol: 450.57
Lowest unoccupied orbital energy (spin up / spin down), eV: -0.7 / -0.7

=====

No. 3
ORCA calculation (ωB97M-V/def2-TZVPD) on C8H16N2O3S in the gas phase.

Geometry as XYZ:
```
30
Properties=species:S:1:pos:R:3:forces:R:3
H 0.8546 -0.7600 -1.2064 0.44 1.00 1.01
S 5.0285 -1.0283 0.3857 -0.72 0.06 0.00
O 4.0100 1.5039 -1.0184 -1.01 0.09 0.74
C -2.4609 0.3380 0.3087 0.13 0.52 1.27
H -3.8531 -0.8884 -0.8409 -0.16 0.79 0.65
O 0.0763 1.3577 1.0327 -0.20 -0.93 -0.93
H -1.6627 -1.6859 -0.9863 1.38 1.69 -0.84
H -1.7929 -0.8516 -2.3366 0.37 0.48 0.03
H 3.4010 -1.0304 -1.3471 0.01 -0.13 0.52
H -1.3741 1.2547 -1.3845 -0.04 -1.08 0.68
H 2.8834 -2.1074 0.0144 0.07 1.42 -0.20
C -3.8243 0.1109 -0.3159 -0.68 -1.18 -0.24
H -1.8294 -1.6215 1.1262 -0.41 -0.81 -0.09
C 3.0486 1.4332 -0.2884 0.08 -0.59 -0.74
H 2.2806 0.1182 1.2420 -0.16 -0.07 -0.16
H 4.7867 -0.4428 1.5724 -0.09 -0.12 -0.09
C 2.3833 0.0648 0.1489 0.97 0.84 0.37
H -4.0949 0.8410 -1.0897 0.23 0.07 0.26
N -1.1826 -0.8676 -1.5176 -1.85 -2.25 0.55
C -0.0206 0.5429 0.0936 1.36 1.12 -0.61
H -4.6253 0.1253 0.4663 0.65 -0.09 -0.69
N 1.0785 -0.0615 -0.4534 -1.52 -0.68 -0.19
O 2.4028 2.5048 0.1686 0.19 0.20 -0.07
H -3.0805 -0.7159 2.1653 0.98 -0.43 -0.85
H -1.3424 -0.3463 2.1517 -0.14 0.35 -0.19
H -2.4601 1.3687 0.7242 0.04 -0.64 0.01
H 1.5752 2.2539 0.6338 0.03 -0.16 0.12
C -2.1617 -0.6739 1.5086 -1.11 1.57 -0.13
C -1.3206 0.3400 -0.7112 0.38 0.53 0.33
C 3.2766 -1.0765 -0.2465 0.78 -1.58 -0.50
```
Forces are in eV/Å.

Results
Energy relative to the best compared isomer or geometry (same formula, charge and spin), kJ/mol: 62.95
Structure (SMILES): CC(C)[C@H](N)C(=O)N[C@@H](CS)C(=O)O
Lowest unoccupied orbital energy, eV: 0.4

=====

No. 4
ORCA calculation (ωB97M-V/def2-TZVPD) on a molecular structure, C24H15ClF10N3O2Os.

Geometry as XYZ:
```
56
Properties=species:S:1:pos:R:3:forces:R:3
F -3.3648 2.7084 -3.1171 0.01 0.02 0.01
H -1.1956 2.5493 2.2769 0.02 0.01 -0.01
Cl 4.0457 -6.5759 -2.2530 -0.02 0.03 0.01
C -3.3421 1.4648 -2.6610 0.00 -0.05 0.01
C 2.2326 -5.3132 -0.7171 -0.01 0.00 0.01
C -3.9586 -0.8502 -2.8854 0.01 0.01 0.00
F 0.4749 1.8783 -1.4943 -0.04 -0.04 -0.01
H 4.2075 -3.8759 -3.0788 0.00 -0.01 0.00
C 0.1354 0.5184 3.3305 -0.10 -0.03 0.00
F 4.2859 4.9550 0.7701 0.00 0.00 0.00
H -2.5823 -0.5930 3.5459 0.02 0.00 0.02
H 2.0357 -6.2847 -0.2872 0.00 0.00 0.00
N -1.0566 0.4359 2.4564 -0.03 0.18 0.22
N 1.0121 1.4243 1.2235 -0.04 0.20 0.00
H 2.9419 -1.8718 -2.3419 -0.01 0.01 0.01
H -3.7153 -0.1569 1.4530 -0.01 0.02 0.00
C 1.8132 -2.9554 -0.8689 -0.02 -0.04 0.03
H -2.6522 1.6840 1.8172 -0.02 -0.02 -0.02
C 2.0636 3.5421 -1.6729 0.03 0.01 0.02
H 0.8033 2.5618 3.0185 0.02 0.04 -0.01
C -2.8366 -0.8027 1.3930 0.00 0.00 -0.05
Os -0.2097 0.0752 0.6160 0.26 -0.61 -0.22
O 0.7488 -1.6247 0.8364 -0.16 -0.07 0.02
F -4.5552 -1.8143 -3.5696 0.00 -0.01 0.00
F 3.0932 3.1730 2.2604 0.01 -0.02 0.02
F -3.2859 -2.3831 -1.2407 0.00 -0.03 0.01
C 3.3487 4.2006 0.2141 -0.01 0.00 0.02
C 1.0784 -1.7755 -0.4378 0.02 0.05 -0.07
C 3.1852 -5.1803 -1.7198 0.02 -0.04 -0.01
C -2.6693 -0.1319 -0.9751 0.09 -0.30 0.18
H -2.2247 1.8296 3.5365 0.01 0.01 0.00
F 3.6611 5.2542 -1.8620 0.01 0.01 -0.01
C 1.4252 2.5987 -0.8921 -0.05 0.05 -0.02
H 0.8200 -4.2759 0.5095 -0.01 0.01 0.00
C 2.6939 3.2550 0.9850 0.05 -0.05 -0.02
H -0.1286 0.8010 4.3528 -0.02 -0.01 0.00
C -2.7046 1.1625 -1.4729 -0.05 0.00 0.01
C -3.9683 0.4501 -3.3678 -0.02 0.02 -0.04
C 3.0388 4.3534 -1.1229 -0.02 -0.01 -0.02
C 1.0696 1.5507 2.7084 -0.01 0.05 -0.10
C -3.3114 -1.1298 -1.6962 0.05 0.05 -0.04
F -2.1296 2.1507 -0.7719 0.00 0.03 0.04
H 2.0793 1.3650 3.0654 0.01 -0.04 -0.03
F -4.5781 0.7238 -4.5081 -0.01 0.00 -0.01
C -1.8313 1.7055 2.5259 0.03 -0.04 0.04
H 0.5942 -0.4700 3.3382 0.01 0.00 0.03
H -3.1946 -1.8244 1.2581 0.00 -0.01 -0.01
C -1.9697 -0.7165 2.6501 0.02 0.03 0.04
H -1.3479 -1.6042 2.7604 -0.01 -0.02 -0.01
O 0.7074 -0.8446 -1.1787 0.16 0.25 0.08
C 3.4593 -3.9497 -2.3028 0.00 0.02 -0.01
F 1.7307 3.6695 -2.9496 0.00 0.00 -0.01
C 1.7050 2.4102 0.4648 0.02 -0.07 0.14
C 2.7586 -2.8349 -1.8846 -0.07 -0.03 -0.13
N -1.9901 -0.4196 0.2435 -0.28 0.42 -0.20
C 1.5541 -4.1919 -0.2805 0.12 0.01 0.10
```
Forces are in eV/Å.

Results
Total charge: +1
Lowest unoccupied orbital energy (spin up / spin down), eV: -4.2 / -4.2

=====

Number 1: largest force on an atom 0.0822 Eh/bohr, E_tot -800.44558 Eh. Number 2: largest force on an atom 0.0364 Eh/bohr, E_tot -539.18827 Eh. Number 3: largest force on an atom 0.0577 Eh/bohr, E_tot -1047.87484 Eh. Number 4: largest force on an atom 0.0136 Eh/bohr, E_tot -2787.55084 Eh.